{"formula": "C23H46N2O22S2", "method": "ωB97M-V/def2-TZVPD", "species": ["H", "O", "O", "H", "H", "C", "N", "H", "H", "C", "O", "O", "H", "C", "H", "C", "H", "H", "H", "H", "H", "C", "N", "O", "H", "H", "H", "O", "H", "C", "O", "O", "C", "H", "C", "O", "H", "H", "O", "O", "C", "H", "H", "O", "C", "C", "O", "H", "O", "C", "O", "O", "C", "H", "H", "H", "C", "S", "C", "C", "H", "H", "O", "H", "H", "H", "C", "H", "H", "H", "H", "O", "H", "O", "O", "H", "H", "C", "C", "H", "H", "H", "H", "H", "C", "H", "S", "O", "H", "O", "C", "C", "H", "C", "H"], "positions_angstrom": [[1.53211, -2.58811, 3.42637], [5.27773, 1.06837, -4.68576], [-0.21536, 5.16018, -0.93089], [-0.20870, -2.73186, 1.30855], [-5.97605, 2.27493, -0.05103], [2.27145, -2.27806, 4.21871], [4.32924, 0.54304, -4.03157], [1.68929, -2.05032, 5.14344], [1.44129, -2.89099, -2.28759], [-5.19571, 1.83932, -0.53613], [3.30273, -1.45160, 3.68047], [4.42238, -2.89847, 4.83969], [-6.09008, -1.55589, 2.90414], [4.55865, -1.45829, 0.47828], [-1.86268, -1.44269, -1.28883], [-0.23360, 3.13593, -4.08610], [1.69928, 4.37557, -0.62467], [6.60514, -2.37926, 0.19462], [-3.13398, -1.20367, 2.34015], [-2.08568, -0.45547, -4.85200], [-2.82309, -1.33524, -6.73641], [-0.11783, 3.08816, 0.03179], [-0.05129, -2.29546, -0.83573], [-1.76699, 1.47011, -5.20403], [0.96788, 5.02543, 0.79592], [0.34181, 3.44455, 5.14251], [0.59001, 2.46360, -3.79259], [4.47982, 0.41430, -2.77329], [2.16797, -0.89548, -2.06244], [0.71652, 4.44391, -0.14270], [2.02521, 0.80811, -1.16123], [-0.00285, -0.02906, 2.88487], [-0.24162, 1.02892, 3.44829], [-4.84418, -1.91851, 4.04926], [0.84593, -3.25922, -1.49801], [-1.48621, 1.23980, 3.96965], [-4.80088, -2.84176, 2.65608], [1.62487, -3.87861, -0.79956], [3.54448, -2.35966, 0.78496], [5.47334, -3.45096, 1.30353], [-4.05020, -0.74080, 2.49906], [-4.09908, -0.06374, 3.16907], [3.11645, -4.42232, 4.06608], [0.59221, 2.07595, 3.62383], [1.39638, -0.32726, -1.61781], [0.64484, -1.07179, -0.55463], [-2.97693, 0.46777, 0.04475], [-2.59835, 3.15416, 4.00145], [-4.83282, -0.18461, 1.43844], [-0.11682, 3.19952, 4.20505], [5.45557, -1.06198, 4.09115], [-2.73641, 2.74266, -3.46582], [-1.16244, -2.03865, -1.79724], [-1.86219, 2.59898, 5.39736], [-5.68198, 0.93730, -1.03637], [-1.65111, -2.98427, -2.30908], [3.11272, -3.44363, 4.78871], [-4.05220, 1.17461, 0.67806], [-2.70142, -0.20214, -6.73481], [-1.60513, 2.71823, 4.38596], [4.73618, -0.68452, -0.34289], [-4.72481, 2.27861, -1.16695], [-2.40121, 5.56367, -0.78313], [-0.09727, -0.32656, -0.06909], [0.28079, 2.58854, 0.99353], [2.76385, 0.85571, -1.77168], [4.04292, -3.44035, 1.34484], [-0.43200, 3.37760, -5.10128], [-1.72194, -0.10968, -7.27284], [0.23657, 2.62677, -0.97317], [-0.97242, -3.83484, 0.30330], [3.12660, 0.44524, -4.48362], [4.50475, -0.65915, 1.33027], [-3.73996, 2.12629, 1.73027], [3.25883, -4.37581, 1.71788], [0.25233, -4.04190, -1.99907], [-0.25714, 3.90755, 3.40837], [-0.77670, -2.78367, 0.35258], [4.46399, -1.72638, 4.24827], [2.88876, -3.88081, 5.71576], [-0.28211, 4.05278, -3.52850], [-1.76866, -2.59220, 0.57924], [6.40173, -1.85105, 1.73084], [1.57795, -1.09932, 0.16517], [-2.51764, 0.33172, -5.32378], [-0.94564, -1.52460, -2.69827], [-1.59026, 2.08673, -3.77900], [-1.21479, 0.99252, -2.92101], [0.81504, -0.05534, -2.61529], [-1.36147, 3.68615, -0.20406], [-1.36624, 4.88641, -0.63878], [-4.98988, -1.81854, 3.10224], [-3.51371, 0.23172, -7.30195], [5.84982, -2.18354, 0.96346], [-3.48771, 0.24667, -4.80559]], "forces_ev_per_a": [[1.128, 0.487, 0.692], [-1.791, -1.871, 0.418], [7.319, 4.493, -2.333], [0.057, 0.609, -0.969], [-1.817, 1.912, 1.364], [-0.832, -2.507, 0.656], [-0.705, 3.318, 0.292], [0.411, 1.776, -0.956], [0.430, 1.382, -0.572], [-4.755, -9.261, 6.287], [-2.325, 1.251, 0.159], [0.368, -0.806, 1.112], [1.672, -0.307, 0.326], [3.567, 4.945, 3.952], [-1.115, 0.641, 0.554], [-0.165, -1.085, 0.661], [-0.590, -0.277, -0.398], [-0.223, 0.629, -0.553], [1.895, -0.045, -1.077], [2.295, -2.143, 1.684], [-0.236, 1.429, 0.400], [4.418, 2.013, -2.498], [-1.011, -0.686, -1.431], [0.717, 1.441, -1.513], [-0.856, -0.560, -0.689], [0.259, 0.598, 0.068], [0.288, 0.783, -0.845], [-0.135, -0.868, -0.249], [0.944, -1.458, -0.204], [1.044, -0.440, 1.496], [-0.493, 0.777, 1.443], [0.417, 2.002, 0.970], [-1.391, -1.867, -0.587], [0.915, -0.425, 6.080], [1.667, -4.387, 1.658], [0.800, 2.319, -0.264], [-0.320, 1.096, 0.225], [-2.112, 1.984, -1.070], [-0.704, -0.139, -1.275], [-5.375, -2.569, 1.426], [-3.913, -4.195, -2.216], [1.059, 4.895, 4.800], [0.213, 2.509, 1.348], [-0.709, -0.288, 0.085], [-1.887, -0.011, -4.854], [1.837, 4.667, 3.374], [0.309, 0.743, -0.803], [2.246, -0.293, -0.715], [0.303, 2.189, -2.528], [-2.375, -1.043, -1.448], [-0.671, -0.310, 0.312], [-5.241, 3.547, 1.507], [-1.577, -1.820, -2.182], [0.073, 0.075, 1.662], [0.874, 0.846, 0.604], [1.012, 1.280, 2.058], [0.402, -3.070, -3.868], [0.786, -2.164, 2.575], [1.482, -0.963, -0.828], [-0.551, -2.749, -0.068], [-1.360, -2.333, -0.373], [5.912, 5.926, -7.404], [2.731, -1.568, 0.194], [0.983, -1.335, -0.670], [-1.902, 0.402, -1.481], [1.186, 0.466, -0.383], [-1.091, -4.807, 0.675], [0.892, 0.181, -1.154], [-0.895, 0.312, 0.181], [-0.957, -0.590, 2.136], [0.782, -1.191, -0.869], [2.078, -0.549, 0.071], [-0.453, -1.044, -1.227], [-0.731, -0.606, -1.289], [3.797, 3.654, -1.194], [-0.082, 0.296, 0.580], [1.126, 1.071, 0.134], [2.490, -2.692, 2.544], [1.946, 0.461, -0.932], [-0.638, 0.200, 1.540], [-0.139, 0.158, 0.616], [-1.844, 2.442, -0.451], [1.275, 2.335, 3.040], [-2.415, -1.138, -0.451], [-2.942, -1.985, -1.016], [1.339, 0.968, -0.434], [3.655, -3.513, 0.455], [0.293, 0.113, 0.145], [0.350, -0.551, 2.174], [-3.444, -5.403, 3.499], [-7.799, 1.705, 0.043], [-1.871, -0.581, -6.913], [0.000, 0.235, -0.145], [0.496, -0.518, -4.768], [-0.102, 1.451, -0.129]], "mulliken_charge": [-0.2766, -0.6210, -0.3551, 0.0828, 0.4342, 0.3413, 0.8560, 0.3515, 0.4607, -1.1908, -0.1021, -0.3687, 0.3141, -0.0016, 0.3359, -0.8173, 0.2938, 0.2700, 0.1839, 0.0970, 0.3444, 0.8647, 1.0004, -0.2706, 0.2388, 0.4180, 0.1904, -0.6031, 1.0450, -0.4871, -0.5665, -0.4111, 0.5690, 0.5428, -0.8117, -0.2996, 0.2740, 0.1027, 0.0811, -0.3543, 0.1499, 0.3701, 0.1232, -0.2696, -0.8593, 0.8370, -0.4890, 0.1985, -0.4533, -0.1736, -0.6047, -0.6402, -1.5420, 0.3148, 0.3484, 0.2639, -0.4234, 1.1862, -1.3479, -0.3523, 0.3987, 0.4010, -0.6890, -0.2162, -0.0416, 0.3444, 0.4396, 0.5171, 0.3397, -0.4166, 0.5131, -0.5959, 0.1501, -0.6039, -0.6546, 0.4104, 0.1088, -0.6538, 0.4807, 0.3947, 0.2666, 0.3052, 0.4066, -0.3548, 0.0333, 0.7317, 1.0595, -0.4943, -0.4000, -0.1583, 0.6768, -1.5429, 0.3289, -0.6698, 0.3926], "orbital_gap_ha": 0.2797, "energy_ha": -3464.5811, "charge": 0, "de_lowest_ev": 0.0000}